16
Properties=species:S:1:pos:R:3 method="wB97M-V/def2-TZVPD" lumo_ev=-8.24 charge=+1 de_lowest_ev=0.000 homo_energy_ha=-0.5325
Sn -1.80 -1.86 -2.12
C 1.83 -1.54 0.25
F 2.97 -2.04 -0.12
F 0.96 -2.54 0.52
F 1.89 -0.83 1.35
S 1.06 -0.53 -1.17
O 2.02 0.48 -1.41
O 0.72 -1.46 -2.27
N -0.41 -0.04 -0.61
S -0.36 1.41 0.15
O 0.64 1.57 1.15
O -0.49 2.47 -0.80
C -1.96 1.26 1.11
F -2.37 2.45 1.49
F -2.91 0.72 0.32
F -1.78 0.49 2.18